Entry 1:
ORCA calculation (ωB97M-V with the def2-TZVPD basis set) on C13H16N4 as an isolated structure in a non-equilibrium geometry.

Geometry (Å):
C 1.79360 1.50727 -3.60159
N 0.78038 0.53649 -2.88062
C -0.13708 1.16584 -2.05177
C 0.38752 1.74660 -0.83599
N 0.82565 0.62171 -0.21853
C 0.23718 0.07003 0.76226
C -1.10820 0.39818 0.95216
C -1.80499 -0.61687 1.90703
N -3.10883 -0.37394 2.02842
C -3.81260 -0.97625 3.05047
C -2.88914 -1.94354 3.91558
N -1.69391 -2.21259 3.67880
C -1.32408 -1.45881 2.72464
C 0.32164 -1.64375 2.71807
C 0.88224 -1.04022 1.60727
H 2.03128 -0.93576 1.59591
H 0.62353 -2.20661 3.30880
H -3.62237 -2.33048 4.64256
H -4.79934 -0.93876 3.22504
H -1.58004 0.92952 0.41618
C 2.06381 -0.03046 -0.95274
H 3.04680 0.87633 -1.02336
C 1.60552 -0.46640 -2.15183
H 0.84657 -1.07747 -1.95452
H 2.36666 -1.20163 -2.87255
H 2.45158 -0.86658 -0.26003
H 1.09924 2.56839 -1.10269
H -0.20672 2.16457 -0.19259
H -0.89754 0.71106 -2.02229
H -0.54887 2.18594 -2.72212
H 2.51910 1.95168 -3.00163
H 1.19657 2.05472 -4.41079
H 2.45483 0.83179 -4.27756

Values from the calculation:
orbital gap	7.82	eV
DFT total energy	-723.52255	Eh
ΔE to the lowest compared entry with this formula, charge and spin	1188.51	kJ/mol
LUMO	0.0186	hartree

Entry 2:
ORCA calculation (ωB97M-V with the def2-TZVPD basis set) on one molecule with the formula C3H7NO2S in a non-equilibrium geometry.

Geometry (Å):
O -0.49257 2.00033 0.71911
C -1.19205 1.02226 0.92967
O -2.54699 0.96379 1.06582
N -0.69237 -0.27604 1.04680
C 0.61076 -0.64544 0.53453
C 0.63827 -0.38382 -1.00685
S 2.26402 -1.14001 -1.41054
H -2.79544 1.67803 0.54760
H -1.29785 -1.03795 1.35541
H 0.91578 -1.64881 0.68258
H 1.47287 0.03148 0.91442
H 0.69329 0.68899 -1.35373
H -0.17226 -0.89166 -1.50165
H 2.59455 -0.36114 -2.52316

Values from the calculation:
orbital gap	9.84	eV
DFT total energy	-721.93526	Eh
ΔE to the lowest compared entry with this formula, charge and spin	71.89	kJ/mol
LUMO	0.0242	hartree
SMILES	O=C(O)NCCS

Entry 3:
ORCA calculation (ωB97M-V with the def2-TZVPD basis set) on one molecule with the formula C4H8O2.

Geometry (Å):
C 1.65864 0.32138 -0.01292
C 0.47413 -0.37426 0.67099
O -0.07876 0.49104 1.62812
C -0.70175 -0.76550 -0.24798
C -1.37947 0.28785 -0.99695
O -1.96675 -0.21297 0.19346
H 1.33686 1.21173 -0.56636
H 2.21601 -0.33494 -0.69549
H 2.35986 0.65128 0.76516
H 0.86897 -1.28895 1.14357
H -1.04070 0.46237 1.44642
H -0.82265 -1.80769 -0.52290
H -1.95007 0.06294 -1.89080
H -0.97434 1.29572 -0.91432

Values from the calculation:
orbital gap	11.09	eV
DFT total energy	-307.63367	Eh
ΔE to the lowest compared entry with this formula, charge and spin	206.78	kJ/mol
LUMO	0.0383	hartree
SMILES	C[C@@H](O)[C@@H]1CO1